Molecular formula: C5H8N2
Method: DFT, ωB97M-V/def2-TZVPD

Bonds (Å) are listed after each position.
Positions of all 15 atoms, in Å:
1 N -1.9892 0.1774 1.7761  C3 1.411, H8 1.018, H10 1.014
2 N -0.8487 -1.2208 0.1963  C3 1.370, C6 1.374, H9 1.003
3 C -0.8405 -0.1214 1.0140  N1 1.411, N2 1.370, C5 1.373
4 C 1.0312 -0.1208 -0.2414  C5 1.436, C6 1.365, C7 1.504
5 C 0.3519 0.5359 0.8396  C3 1.373, C4 1.436, H14 1.086
6 C 0.3007 -1.2293 -0.5568  N2 1.374, C4 1.365, H15 1.081
7 C 1.6898 0.5857 -1.3939  C4 1.504, H11 1.099, H12 1.089, H13 1.094
8 H -2.7554 0.3921 1.1407  N1 1.018
9 H -1.6487 -1.7981 0.0135  N2 1.003
10 H -1.8219 1.0185 2.3172  N1 1.014
11 H 0.8395 0.9131 -2.0078  C7 1.099
12 H 2.2509 1.4788 -1.1242  C7 1.089
13 H 2.2911 -0.0793 -2.0211  C7 1.094
14 H 0.6890 1.3902 1.4184  C5 1.086
15 H 0.4603 -1.9222 -1.3705  C6 1.081

The calculation puts the energy at -304.8022 Ha. The SMILES is Cc1c[nH]c(N)c1. The calculation puts the highest occupied orbital energy at -7.41 eV. The HOMO-LUMO gap is 8.364 eV.